1.
C37H65BClN2NiO8P2S2 | ωB97M-V/def2-TZVPD

```
119
Properties=species:S:1:pos:R:3:forces:R:3
Ni -0.2529 1.0875 -0.5078 -1.55 -1.11 0.20
C -3.8301 4.0132 -2.7422 0.09 -0.18 0.18
C -2.4702 3.8457 -2.0590 0.09 -0.12 0.09
C -2.1332 5.1185 -1.2893 0.09 -0.22 0.09
C -1.4038 3.6244 -3.1341 0.12 -0.14 0.20
P -2.2919 2.3323 -0.9095 -1.30 -0.11 -0.28
C -3.2780 1.1109 -1.9397 0.40 0.18 -0.04
N -2.8814 -0.2416 -1.6682 -0.16 -0.09 0.06
B -1.5750 -0.7285 -1.2967 0.99 1.77 0.24
N -1.7230 -2.1602 -1.2943 0.17 -0.33 0.07
C -0.8366 -3.2669 -1.0151 0.39 0.06 0.17
P 0.8588 -2.7761 -0.3673 -0.30 -1.27 -0.22
C 0.9756 -4.1848 0.9696 0.10 0.32 -0.26
C 0.8077 -5.6510 0.5726 0.09 0.21 -0.02
C 2.3249 -4.0080 1.6683 -0.10 0.04 -0.16
C -0.1469 -3.8425 1.9676 -0.02 0.04 -0.22
C 1.9323 -3.2556 -1.8816 0.01 -0.04 0.18
C 3.3215 -2.6784 -1.5977 -0.19 0.03 0.08
C 2.0462 -4.7361 -2.2508 -0.05 0.24 0.19
C 1.3458 -2.4933 -3.0738 -0.14 0.13 0.26
C -3.0240 -2.4848 -1.6112 -0.54 0.06 -0.14
C -3.6579 -3.7133 -1.6984 0.29 0.01 0.04
C -5.0065 -3.7460 -2.0257 -0.28 -0.04 -0.03
C -5.7122 -2.5768 -2.2566 -0.16 -0.22 -0.02
C -5.0889 -1.3401 -2.1667 0.12 0.26 0.00
C -3.7434 -1.2920 -1.8463 -0.29 -0.50 -0.06
C -3.4492 2.4815 0.6002 0.11 0.17 -0.01
C -4.8449 3.0636 0.3736 0.26 -0.09 -0.13
C -2.7327 3.3154 1.6623 0.18 -0.10 -0.12
C -3.5783 1.0509 1.1377 0.22 0.04 -0.25
H -3.7925 4.9024 -3.3732 0.04 0.09 -0.06
H -4.6300 4.1523 -2.0240 -0.17 0.03 0.07
H -4.0774 3.1689 -3.3817 -0.05 -0.05 -0.06
H -1.9829 5.9422 -1.9860 -0.04 0.11 -0.16
H -1.2159 4.9971 -0.7194 0.00 0.08 0.06
H -2.9375 5.3951 -0.6125 -0.10 0.07 0.14
H -1.3679 4.4728 -3.8175 -0.09 0.14 -0.05
H -1.6067 2.7291 -3.7206 0.04 -0.09 -0.10
H -0.4268 3.5035 -2.6732 0.05 0.06 -0.15
H -3.0856 1.3253 -2.9969 -0.11 0.15 0.07
H -4.3497 1.2312 -1.7640 0.04 0.10 0.02
H -0.7326 -3.8780 -1.9226 -0.01 -0.06 0.19
H -1.3085 -3.8896 -0.2465 0.08 -0.02 -0.16
H 1.6908 -6.0450 0.0839 0.09 -0.08 -0.10
H -0.0450 -5.7961 -0.0843 -0.17 -0.07 -0.10
H 0.6422 -6.2416 1.4754 -0.04 -0.11 0.11
H 3.1409 -4.3097 1.0162 0.16 -0.01 -0.07
H 2.3746 -4.6166 2.5731 -0.01 -0.09 0.09
H 2.4680 -2.9658 1.9434 0.12 0.11 0.09
H -1.0402 -4.4339 1.7762 -0.11 -0.01 -0.03
H -0.4188 -2.7923 1.8981 -0.20 0.00 0.12
H 0.1728 -4.0512 2.9873 0.05 -0.03 0.16
H 3.8316 -3.2168 -0.8004 0.07 -0.06 0.09
H 3.2125 -1.6379 -1.3005 0.16 0.06 0.03
H 3.9473 -2.7177 -2.4910 0.06 -0.05 -0.10
H 2.6682 -5.2757 -1.5414 0.05 -0.10 0.07
H 2.5136 -4.8286 -3.2333 0.04 0.02 -0.10
H 1.0715 -5.2176 -2.2978 -0.09 -0.10 -0.04
H 1.1864 -1.4470 -2.8214 -0.06 -0.06 -0.16
H 0.4005 -2.9178 -3.4045 -0.14 -0.04 -0.04
H 2.0349 -2.5357 -3.9193 0.13 -0.03 -0.04
H -3.1247 -4.6351 -1.5178 0.09 -0.05 0.01
H -5.5141 -4.6983 -2.0916 -0.02 -0.07 -0.02
H -6.7623 -2.6275 -2.5102 -0.06 0.01 -0.01
H -5.6514 -0.4352 -2.3383 -0.06 0.12 -0.07
H -4.8053 4.1292 0.1636 -0.01 0.13 -0.05
H -5.4281 2.9283 1.2852 -0.06 -0.02 0.12
H -5.3752 2.5640 -0.4331 -0.12 -0.05 -0.11
H -2.6197 4.3538 1.3632 0.03 0.14 -0.01
H -1.7366 2.9158 1.8285 0.01 0.07 0.17
H -3.2859 3.2851 2.6035 -0.11 -0.01 0.04
H -4.2591 0.4518 0.5391 -0.10 -0.13 -0.10
H -3.9488 1.0714 2.1626 -0.07 0.06 0.13
H -2.6033 0.5641 1.1238 -0.01 -0.18 0.16
C -1.8913 0.7826 5.0609 0.23 0.02 -0.13
C -0.8038 0.8639 3.9941 -0.13 -0.02 -0.03
C -0.1065 -0.4686 3.8108 0.35 0.10 -0.69
S 0.7306 -0.6176 2.1428 0.85 0.16 1.95
O -0.3209 -0.0411 1.2684 -0.81 0.45 -0.69
C 2.0793 0.6276 2.2686 -0.30 -0.24 -0.19
C 2.8610 0.7085 3.5766 0.00 -0.07 0.15
C 2.9852 2.1506 4.0623 0.01 -0.16 0.03
H -2.3740 1.7494 5.1794 -0.06 0.10 0.08
H -1.4685 0.4788 6.0193 -0.08 0.00 0.11
H -2.6519 0.0605 4.7713 -0.11 -0.12 0.02
H -0.0939 1.6487 4.2518 0.11 0.06 -0.09
H -1.2567 1.1273 3.0379 0.06 0.12 0.03
H -0.8435 -1.2725 3.7680 0.01 -0.11 -0.05
H 0.6033 -0.7009 4.6000 0.07 -0.11 0.04
H 1.5937 1.5671 2.0299 -0.04 -0.07 0.07
H 2.7234 0.3735 1.4270 -0.04 -0.03 -0.09
H 3.8600 0.2898 3.4379 -0.04 -0.11 0.03
H 2.3742 0.1141 4.3497 0.11 -0.05 0.07
H 3.4683 2.1925 5.0374 0.09 0.00 0.08
H 3.5686 2.7350 3.3585 0.06 0.16 -0.10
H 2.0122 2.6301 4.1357 -0.05 0.04 0.00
O 2.3433 3.8720 1.1668 1.11 -0.16 -0.47
Cl 0.9443 3.9871 1.3862 -0.04 0.66 1.49
O 0.3948 5.0490 0.6293 -0.29 0.73 -0.79
O 0.7158 4.2222 2.7825 -0.18 0.20 0.62
O 0.2928 2.7504 1.0679 -0.48 -1.05 -0.64
C 7.4977 0.2287 -0.5425 -0.04 0.05 -0.05
C 6.1235 0.6392 -0.9851 0.04 -0.11 -0.02
C 5.3274 1.4670 -0.2046 -0.04 -0.01 -0.09
C 4.0294 1.7700 -0.5875 0.01 0.22 0.03
C 3.5223 1.2346 -1.7573 -0.37 -0.02 -0.01
C 4.3178 0.4380 -2.5619 0.00 0.12 -0.30
C 5.6177 0.1563 -2.1875 -0.02 0.12 0.16
S 1.7472 1.1242 -2.0059 2.17 -0.90 -1.97
O 1.5329 0.7338 -3.3857 0.15 0.14 0.35
O 1.0758 2.3671 -1.6551 -0.13 0.13 0.62
O 1.4850 0.0345 -1.0367 -0.26 0.85 0.25
H 7.7246 0.6264 0.4426 0.08 0.03 0.09
H 8.2474 0.5873 -1.2456 0.14 0.02 -0.01
H 7.5729 -0.8579 -0.5037 0.05 -0.05 0.03
H 5.7157 1.8548 0.7281 0.02 0.08 0.06
H 3.4144 2.4165 0.0190 -0.12 0.02 0.13
H 3.8881 0.0361 -3.4661 -0.02 -0.12 -0.10
H 6.2417 -0.4795 -2.8003 0.01 -0.08 -0.12
```
Positions in Å, forces in eV/Å.

expectation value of S²	2.01
max |F|	3.06	eV Å⁻¹
net charge	-1
spin multiplicity	3
LUMO energy (alpha / beta)	2.30 / 2.29	eV
energy	-153271.000	eV

Results of the Löwdin charge analysis, in e, for atoms 1 through 5:
1. Ni 0.367
2. C -0.091
3. C -0.666
4. C -0.090
5. C -0.099



2.
C33H14BrF4N14STi | ωB97M-V/def2-TZVPD

```
68
Properties=species:S:1:pos:R:3:forces:R:3
Ti -0.3180 1.0916 2.6654 -0.91 2.65 1.51
N -2.0446 -1.8908 5.6155 -0.10 0.04 0.03
C -1.3099 -1.0248 4.9160 0.14 0.17 0.04
S -1.7985 0.6289 4.8479 0.43 0.00 -0.61
N -0.2146 -1.5254 4.3547 -0.09 -0.30 -0.07
N 0.4407 -0.6629 3.5703 0.22 -0.37 -0.15
C 1.6550 -0.9427 3.2447 0.02 -0.18 -0.20
C 2.3683 -0.0108 2.3874 -0.03 0.00 -0.06
C 3.6887 -0.1956 2.0159 0.21 -0.07 0.04
C 4.3242 0.7912 1.2811 -0.01 0.03 -0.01
C 3.6266 1.9447 0.9430 0.18 -0.05 -0.04
C 2.3004 2.0445 1.3045 -0.09 0.08 0.11
N 1.6801 1.0788 1.9889 0.35 -0.40 -0.25
H -2.8286 -1.5678 6.1516 -0.08 -0.01 0.02
H -1.7485 -2.8488 5.6948 0.11 0.00 0.08
H 2.1338 -1.8367 3.6243 0.01 -0.02 0.05
H 4.2093 -1.0943 2.3229 -0.01 0.07 -0.01
H 5.3578 0.6710 0.9837 -0.01 0.01 0.04
H 4.1031 2.7545 0.4085 -0.03 -0.01 0.01
H 1.7092 2.9147 1.0538 -0.07 0.04 0.00
N 0.7153 1.9131 4.1800 0.09 0.11 -0.14
C 0.9709 2.7882 4.9152 0.14 0.02 0.17
C 1.3167 3.8162 5.7266 0.06 0.23 0.07
C 1.3012 3.6711 7.1474 -0.09 0.00 0.03
N 1.3066 3.5502 8.2935 -0.02 -0.01 -0.28
C 1.7521 5.0286 5.1054 0.15 0.06 0.06
N 2.1187 5.9996 4.6020 -0.13 -0.29 0.05
F -4.4561 -3.1242 -1.3436 -0.28 -0.07 0.14
C -3.1880 -2.8365 -1.5290 0.21 0.01 0.35
C -2.6541 -3.0585 -2.7356 0.44 -0.02 -0.04
F -3.4126 -3.5664 -3.6755 -0.16 -0.12 -0.26
C -1.2932 -2.6776 -3.0716 -0.03 -0.12 0.30
C -0.5307 -2.1220 -1.9685 -0.70 -0.11 -0.13
C -1.0670 -1.9229 -0.7604 -0.41 -0.16 -0.34
F -0.2816 -1.4481 0.1842 0.31 -0.22 0.79
C -2.4452 -2.2094 -0.4519 -0.20 0.10 -0.09
C -3.0390 -1.8567 0.7323 -0.33 0.22 0.19
C -2.4381 -0.8930 1.6010 -0.30 -0.94 -0.42
N -1.9278 -0.0684 2.2052 -0.13 -0.42 -0.59
C -4.3502 -2.2891 1.1222 -0.18 -0.09 0.16
N -5.3744 -2.6526 1.5011 0.28 0.16 -0.07
F 0.7263 -1.7998 -2.1430 0.69 -0.15 -0.13
C -0.7830 -2.7960 -4.3224 0.57 0.12 -0.54
C 0.4623 -2.1827 -4.7030 -0.03 -2.41 0.72
N 1.4104 -1.6304 -5.0450 1.25 -3.59 0.59
C -1.4694 -3.4526 -5.3984 0.03 0.00 -0.16
N -1.9660 -3.9666 -6.2993 0.11 0.11 0.14
Br -1.3981 3.2850 2.5425 0.08 -0.56 -0.05
N 2.1743 0.0885 -8.0622 -0.11 0.00 0.25
C 1.7470 0.2114 -7.0018 0.02 0.06 -0.07
C 1.2114 0.3754 -5.6726 -0.13 2.04 -0.60
C -0.0849 -0.0458 -5.3853 -1.21 2.50 -0.25
C -0.6067 0.1481 -4.1178 -0.40 0.79 -0.28
C 0.1620 0.7741 -3.1468 0.06 0.24 0.06
C 1.4624 1.1744 -3.4177 -0.03 -0.03 0.15
C 1.9873 0.9719 -4.6827 -0.15 0.36 -0.16
N -0.4131 1.0258 -1.8601 0.00 0.13 -0.26
C -1.7213 1.4003 -1.5951 0.01 -0.10 0.03
C -1.8112 1.5283 -0.2473 0.15 -0.15 -0.26
N -0.5827 1.2309 0.3229 -0.08 0.29 0.33
C 0.2256 0.9595 -0.6785 0.18 0.07 0.13
H -0.6800 -0.5196 -6.1548 0.05 0.06 -0.06
H -1.6125 -0.1874 -3.8873 0.05 0.20 -0.06
H 2.0533 1.6672 -2.6545 -0.04 0.03 -0.08
H 2.9955 1.2929 -4.9118 -0.06 -0.03 -0.01
H -2.4465 1.5750 -2.3736 0.11 0.01 0.03
H -2.6646 1.8314 0.3313 0.05 0.05 0.10
H 1.2645 0.6802 -0.5907 -0.12 -0.07 -0.07
```
Positions in Å, forces in eV/Å.

max |F|	3.85	eV Å⁻¹
net charge	+1
LUMO energy (alpha / beta)	-6.77 / -6.77	eV
energy	-170161.016	eV

Results of the Löwdin charge analysis, in e, for atoms 1 through 5:
1. Ti 0.570
2. N 0.117
3. C -0.828
4. S 0.738
5. N 0.012